ORCA calculation (wB97M-V/def2-TZVPD) on a 3-piece molecular cluster, C3H10NO3S overall in a non-equilibrium geometry.

Results
* DFT total energy: -21742.84327 eV
* HOMO-LUMO gap: 6.954 eV
* net charge: -1
* relative energy (zero: lowest compared OMol25 entry of this formula, charge and spin): 15.9 kcal per mole
* largest force on an atom: 1.33 eV/A

Last column: Mulliken charge in e.
Atoms and positions in Å:
O 1.714 2.262 0.383  -0.63
C 1.700 1.101 -0.025  -0.01
N 0.615 0.343 -0.101  0.21
C 0.591 -0.996 -0.666  -0.74
C -0.069 -1.052 -2.015  -0.63
S -1.910 -0.936 -2.049  -0.59
H 2.666 0.608 -0.221  0.27
H -0.297 0.781 -0.196  0.16
H 0.075 -1.563 0.086  0.32
H 1.630 -1.325 -0.725  0.38
H 0.130 -2.050 -2.406  0.25
H 0.344 -0.316 -2.720  0.25
H -0.626 1.100 2.813  0.31
H 0.907 1.125 2.535  0.32
O 0.219 0.762 3.115  -0.65
H -2.889 0.709 0.995  0.30
H -2.249 -0.363 0.138  0.14
O -2.550 -0.190 1.060  -0.66


ORCA calculation (wB97M-V/def2-TZVPD) on a 2-piece molecular cluster, C3H10NO3S overall in a non-equilibrium geometry.

Results
* DFT total energy: -21733.80805 eV
* HOMO-LUMO gap: 10.292 eV
* net charge: +1
* relative energy (zero: lowest compared OMol25 entry of this formula, charge and spin): 34.1 kcal per mole
* largest force on an atom: 4.36 eV/A

Last column: Mulliken charge in e.
Atoms and positions in Å:
O 2.382 -1.263 -0.795  -0.49
C 1.742 -0.939 0.131  0.31
O 1.901 -1.606 1.350  -0.47
C 0.442 -0.122 0.320  -0.21
C 0.563 1.024 1.280  -0.62
S -1.244 1.235 1.587  -0.16
N -0.079 0.315 -1.098  -0.21
H 2.696 -2.259 1.220  0.37
H -0.291 -1.040 0.751  0.35
H 1.124 0.747 2.202  0.41
H 1.233 1.883 0.830  0.38
H -1.124 2.442 2.139  0.19
H -0.654 1.097 -0.953  0.35
H 0.765 0.430 -1.771  0.41
H -0.758 -0.385 -1.459  0.41
H -3.086 -0.940 -1.269  0.33
H -3.030 -0.304 -2.639  0.29
O -2.584 -0.317 -1.825  -0.64